Below is a molecular structure, C6H13N2 at a distorted geometry, with properties calculated with the ωB97M-V functional and the def2-TZVPD basis.

The geometry in XYZ format:
```
21
Properties=species:S:1:pos:R:3:forces:R:3
C -0.872166 0.682346 -0.557838 -1.125 -2.880 0.086
C 0.886649 -0.201108 -0.168958 0.470 0.959 -2.445
C -2.347044 0.979097 -0.746353 0.776 -0.089 -2.520
C 1.331159 -1.638386 -0.372110 -1.939 1.135 -0.470
C 2.027398 0.772908 0.112017 1.927 -0.341 1.470
C -0.974494 -0.392678 1.734019 0.339 -1.289 1.343
N -0.363851 0.167710 0.580835 1.018 1.235 -2.631
N 0.128991 0.301109 -1.412949 -1.448 0.191 3.854
H -2.760597 1.488975 0.079350 -0.365 0.522 0.999
H -3.002543 0.082378 -1.017569 1.362 0.858 0.536
H -2.388849 1.646013 -1.630397 -0.324 -0.207 0.462
H 0.508993 -2.334473 -0.428884 -0.587 -0.034 -0.807
H 1.649598 -1.844788 0.584428 2.268 -1.075 1.827
H 1.982475 -1.687415 -1.255382 0.155 -0.208 0.825
H 2.910603 0.292822 0.688247 -1.551 0.517 -0.931
H 1.656182 1.558216 0.772682 0.076 0.111 -0.214
H 2.489428 1.253654 -0.770995 -0.499 -0.506 0.252
H -2.063686 -0.247811 1.694108 0.364 -0.536 -0.190
H -0.610025 -1.469048 1.692218 -1.162 0.993 0.517
H -0.662933 0.032096 2.723126 0.153 -0.097 -1.064
H 0.474711 0.558383 -2.299596 0.093 0.738 -0.898
```
Positions in Å, forces in eV/Å.

Computed properties:
E_tot: -9405.2033 eV
LUMO energy: -0.1327 Eh
Max |F|: 4.12 eV/A
2S+1: 1
HOMO: -14.42 eV
Net charge: +1

Atomic partial charges in e from the natural (NBO) method, atoms 1 to 5: number 1, C, carries 0.574; number 2, C, carries 0.341; number 3, C, carries -0.705; number 4, C, carries -0.637; number 5, C, carries -0.661

***

Below is a molecular structure, C6H13N2 at a distorted geometry, with properties calculated with the ωB97M-V functional and the def2-TZVPD basis.

The geometry in XYZ format:
```
21
Properties=species:S:1:pos:R:3:forces:R:3
C 1.645223 -1.057723 -2.099065 -1.555 0.556 -0.112
C 0.292609 -0.229871 -1.012771 -1.076 2.516 0.764
C 0.932711 -0.158858 2.555674 -0.412 -0.671 -0.165
C -1.755660 -0.496035 0.236190 -0.412 -1.477 2.712
C -0.877635 1.884727 -0.358935 -3.178 1.077 0.653
C -0.708052 0.402278 -0.358418 1.300 -0.992 -1.482
N 1.546016 0.185797 -1.636787 -0.592 0.810 -0.230
N 0.467566 -1.493096 -1.577196 1.520 -2.163 0.072
H 2.246909 -1.423428 -2.875505 0.978 -0.801 -0.555
H 0.749577 0.311965 1.581829 0.611 -0.636 0.116
H 0.516585 -1.167036 2.658875 -0.437 0.228 -0.472
H 1.966082 -0.343992 2.828889 0.238 0.818 -0.130
H -2.410705 -0.010497 1.074191 1.563 -0.640 -1.428
H -1.305180 -1.533079 0.711926 -1.033 2.784 -1.254
H -2.483239 -0.771717 -0.508156 -0.274 -0.218 -0.466
H 0.391740 0.478539 3.225529 0.116 0.263 0.879
H -1.909346 2.103814 -0.992205 2.418 -0.673 1.555
H -1.212942 2.066309 0.745385 0.887 0.595 -1.973
H -0.143354 2.622387 -0.811379 -0.493 -1.376 0.947
H 1.884102 1.099433 -2.028637 -0.444 -1.483 0.685
H 0.166993 -2.469916 -1.359435 0.275 1.486 -0.116
```
Positions in Å, forces in eV/Å.

Computed properties:
E_tot: -9403.4862 eV
LUMO energy: -0.1683 Eh
Max |F|: 3.42 eV/A
2S+1: 1
HOMO: -13.53 eV
Net charge: +1

Atomic partial charges in e from the natural (NBO) method, atoms 1 to 5: number 1, C, carries 0.332; number 2, C, carries 0.246; number 3, C, carries -0.859; number 4, C, carries -0.679; number 5, C, carries -0.680

***

Below is a gas-phase ion, C6H13N2 (charge +1) at a distorted geometry, with properties calculated with the ωB97M-V functional and the def2-TZVPD basis.

The geometry in XYZ format:
```
21
Properties=species:S:1:pos:R:3:forces:R:3
C -2.465940 -0.483674 -0.469775 1.785 1.413 -1.415
N -0.929123 -0.274817 -0.148310 -2.141 1.165 -0.177
C -0.827879 -0.754435 1.225755 -0.123 -2.707 1.347
C -0.506144 1.159629 -0.413714 -1.615 -0.494 -2.282
C 0.950962 1.358241 -0.728111 1.089 -1.123 3.767
C 1.792097 0.364661 0.038637 -1.887 0.769 -1.695
C 2.810178 -0.259273 0.147977 2.539 -0.884 1.594
N 3.938606 -0.769076 0.662970 -0.783 3.031 2.578
H -2.623210 -1.508472 -0.563489 -0.154 -1.705 -0.420
H -3.070610 -0.143345 0.315747 -0.255 0.619 1.565
H -2.824434 0.082621 -1.337730 0.739 -0.330 -0.102
H -0.319527 -0.844274 -0.690781 0.314 -0.855 -1.013
H -1.317143 -0.058690 1.860483 -0.427 0.611 0.602
H -1.424301 -1.727578 1.231706 0.777 1.255 0.271
H 0.157385 -1.018293 1.660578 -0.308 0.649 -0.988
H -0.933286 1.724829 0.369416 0.110 0.668 1.204
H -1.094288 1.485498 -1.301716 0.294 -0.371 0.474
H 1.209033 2.227520 -0.089640 0.140 0.520 -1.622
H 1.253495 1.253292 -1.753303 -0.196 0.831 -0.463
H 4.400146 -0.270640 1.500694 -1.104 -1.236 -2.195
H 4.408259 -1.491747 0.243737 1.206 -1.827 -1.029
```
Positions in Å, forces in eV/Å.

Computed properties:
E_tot: -9403.4336 eV
LUMO energy: -0.0984 Eh
SMILES: C[NH+](C)CCC#CN
Max |F|: 4.08 eV/A
2S+1: 1
HOMO: -12.04 eV
Net charge: +1

Atomic partial charges in e from the natural (NBO) method, atoms 1 to 5: number 1, C, carries -0.391; number 2, N, carries -0.345; number 3, C, carries -0.430; number 4, C, carries -0.205; number 5, C, carries -0.487

***

Below is a gas-phase ion, C6H13N2 (charge +1) at a distorted geometry, with properties calculated with the ωB97M-V functional and the def2-TZVPD basis.

The geometry in XYZ format:
```
21
Properties=species:S:1:pos:R:3:forces:R:3
C 3.739670 -1.674447 1.709335 0.574 0.202 0.806
N 2.663835 -1.061896 1.528083 -0.894 0.210 0.273
C 1.574289 -1.053643 0.696566 0.633 0.007 0.456
C 0.932176 0.093424 0.392159 0.669 -0.331 -0.645
C -0.087326 0.029420 -0.700451 1.912 -1.882 -1.004
C -1.485214 0.305354 -0.244801 -0.061 0.429 -2.816
C -2.382857 0.260949 -1.514788 -2.762 -0.665 1.105
N -1.515932 1.770269 0.184259 -1.552 -0.572 -0.427
H 4.365842 -2.366864 1.128126 -0.781 0.080 -0.629
H 4.176735 -1.442882 2.678440 0.394 -0.116 0.031
H 1.158289 -2.036740 0.434174 0.140 0.363 -0.256
H 1.307254 1.067073 0.734040 0.017 -0.477 0.003
H 0.304403 0.414335 -1.674039 -0.839 1.674 0.787
H 0.045100 -0.952355 -1.230909 -1.016 -0.222 1.420
H -1.743295 -0.273575 0.651484 -0.233 0.013 -0.569
H -3.475514 0.292491 -1.303716 0.336 0.925 0.782
H -2.575123 -0.710693 -1.992313 1.691 0.101 -0.274
H -2.233486 1.107263 -2.192105 0.531 -0.503 -0.136
H -1.118414 2.359674 -0.549281 0.895 -0.003 0.500
H -2.502956 2.045973 0.133366 0.031 0.018 0.765
H -1.147477 1.826871 1.132371 0.314 0.749 -0.171
```
Positions in Å, forces in eV/Å.

Computed properties:
E_tot: -9403.6810 eV
LUMO energy: -0.1244 Eh
SMILES: C=N/C=C/C[C@H](C)[NH3+]
Max |F|: 3.05 eV/A
2S+1: 1
HOMO: -11.52 eV
Net charge: +1

Atomic partial charges in e from the natural (NBO) method, atoms 1 to 5: number 1, C, carries 0.034; number 2, N, carries -0.433; number 3, C, carries 0.035; number 4, C, carries -0.325; number 5, C, carries -0.517

***

Below is a gas-phase ion, C6H13N2O2 (charge +1) at a distorted geometry, with properties calculated with the ωB97M-V functional and the def2-TZVPD basis.

The geometry in XYZ format:
```
23
Properties=species:S:1:pos:R:3:forces:R:3
C -1.414050 2.409695 0.379621 2.616 -0.706 -0.774
N -0.858887 1.076081 0.774131 1.719 -0.367 1.561
C -0.110854 0.174880 -0.327628 -1.602 -1.417 4.343
C -1.092980 -0.306525 -1.342461 -0.317 2.766 -1.523
O 0.932863 0.910760 -0.720807 -0.878 -0.368 -0.961
C 2.113265 0.486235 -0.139417 1.218 2.126 -0.387
O 3.062518 1.157348 -0.377884 0.851 -0.610 0.199
N 1.900307 -0.525619 0.696004 -0.389 -1.918 1.368
C 0.540728 -1.125691 0.643804 2.554 2.514 -5.580
C 0.506482 -2.396807 -0.178557 4.904 -1.580 1.103
H -1.429856 2.920935 1.255163 -0.668 1.620 2.769
H -0.756534 3.062936 -0.220752 -0.250 -1.146 -0.468
H -2.350684 2.204117 0.066961 -2.981 0.115 -1.645
H -1.595450 0.448676 1.249163 1.394 1.490 -0.727
H -0.105005 1.384642 1.494646 -1.426 -1.476 -1.212
H -0.945224 0.350655 -2.242055 0.043 -0.902 0.497
H -2.192998 -0.253919 -1.206497 0.788 -0.184 0.791
H -0.747157 -1.275484 -1.497149 -0.186 -1.571 -1.198
H 2.718643 -1.049401 1.051234 -0.851 0.610 -0.356
H 0.136502 -1.298986 1.565544 -1.257 0.069 2.490
H -0.456206 -2.718046 -0.112566 -2.753 -1.428 -0.484
H 1.163110 -3.233346 0.409342 -1.556 1.928 -1.247
H 0.981474 -2.403135 -1.219848 -0.974 0.435 1.439
```
Positions in Å, forces in eV/Å.

Computed properties:
E_tot: -13500.0220 eV
LUMO energy: -0.1272 Eh
SMILES: C[NH2+][C@@]1(C)OC(=O)N[C@@H]1C
Max |F|: 6.63 eV/A
2S+1: 1
HOMO: -14.22 eV
Net charge: +1

Atomic partial charges in e from the natural (NBO) method, atoms 1 to 5: number 1, C, carries -0.409; number 2, N, carries -0.561; number 3, C, carries 0.485; number 4, C, carries -0.711; number 5, O, carries -0.505